(1)
Density functional theory data (ωB97M-V with the def2-TZVPD basis set) for the molecule C25H24ClN3O4S.

HOMO energy: -8.6999 eV
Structure (SMILES): C=CCNC(=O)c1ccccc1NC(=O)c1ccc(Cl)c(S(=O)(=O)Nc2cc(C)ccc2C)c1

```
58
Properties=species:S:1:pos:R:3:lowdin_charge:R:1
C -0.204 5.226 -1.818 0.009
C -1.269 4.742 -1.208 -0.161
C -1.250 3.866 0.010 -0.171
N 0.043 3.793 0.649 0.075
C 0.827 2.706 0.546 -0.388
O 0.435 1.703 -0.050 0.042
C 2.151 2.770 1.224 -0.058
C 2.786 3.986 1.469 -0.038
C 3.998 4.041 2.130 -0.084
C 4.597 2.871 2.570 -0.064
C 4.005 1.650 2.319 0.006
C 2.795 1.579 1.630 -0.141
N 2.186 0.373 1.330 0.151
C 2.509 -0.894 1.697 -0.406
O 3.490 -1.228 2.330 0.085
C 1.500 -1.886 1.200 -0.102
C 0.153 -1.565 1.064 0.001
C -0.732 -2.499 0.569 -0.291
C -0.300 -3.762 0.197 -0.640
C 1.036 -4.108 0.371 -0.068
C 1.922 -3.174 0.875 0.011
H 2.963 -3.425 1.015 0.125
H 1.368 -5.097 0.100 0.111
Cl -1.413 -4.866 -0.482 0.772
S -2.441 -1.994 0.366 0.644
O -2.581 -0.688 0.943 -0.276
O -3.338 -3.017 0.809 -0.312
N -2.565 -1.928 -1.307 -0.060
C -1.995 -0.764 -1.883 -0.264
C -0.628 -0.765 -2.118 0.019
C 0.008 0.347 -2.646 -0.277
C -0.760 1.464 -2.949 -0.048
C -2.122 1.465 -2.718 -0.044
C -2.766 0.362 -2.174 -0.218
C -4.236 0.379 -1.881 -0.034
H -4.658 1.356 -2.103 0.079
H -4.404 0.154 -0.828 0.077
H -4.764 -0.365 -2.480 0.085
H -2.700 2.348 -2.952 0.109
H -0.286 2.346 -3.355 0.112
C 1.490 0.356 -2.861 -0.038
H 1.897 -0.651 -2.816 0.078
H 1.962 0.953 -2.082 0.072
H 1.739 0.799 -3.823 0.080
H -0.061 -1.655 -1.887 0.120
H -3.524 -2.094 -1.580 0.111
H -0.257 -0.605 1.337 0.119
H 1.372 0.500 0.716 0.091
H 4.471 0.733 2.642 0.103
H 5.537 2.910 3.098 0.108
H 4.474 4.995 2.302 0.102
H 2.349 4.908 1.115 0.106
H 0.365 4.610 1.140 0.135
H -1.990 4.224 0.734 0.128
H -1.519 2.843 -0.281 0.115
H -2.262 4.951 -1.582 0.098
H -0.285 5.841 -2.697 0.053
H 0.796 5.019 -1.473 0.053
```

---

(2)
Density functional theory data (ωB97M-V with the def2-TZVPD basis set) for a structure of composition C16H48FO8S8Zr in a non-equilibrium geometry.

Total charge: +3
HOMO energy: -16.3440 eV

```
82
Properties=species:S:1:pos:R:3:lowdin_charge:R:1
Zr 33.206 -16.293 30.122 1.952
F 31.709 -17.253 29.054 -0.468
C 36.069 -19.848 28.784 -0.212
S 34.404 -19.538 29.264 0.938
O 34.314 -18.062 29.575 -0.669
C 33.635 -19.801 27.707 -0.214
H 36.283 -19.511 27.770 0.078
H 36.298 -20.909 28.881 0.084
H 36.721 -19.320 29.480 0.050
H 34.023 -20.710 27.251 0.089
H 33.918 -18.972 27.061 0.038
H 32.558 -19.764 27.852 0.064
C 34.516 -14.581 25.995 -0.183
S 34.183 -16.175 26.733 0.957
O 33.933 -15.872 28.187 -0.702
C 32.594 -16.468 25.982 -0.221
H 33.967 -14.405 25.073 0.077
H 35.579 -14.557 25.758 0.066
H 34.267 -13.824 26.733 0.042
H 31.883 -15.757 26.401 -0.002
H 32.202 -17.474 26.061 0.064
H 32.674 -16.227 24.919 0.079
C 37.554 -16.148 28.548 -0.211
S 36.931 -15.563 30.128 0.927
O 35.486 -15.880 30.204 -0.678
C 37.751 -16.735 31.195 -0.213
H 36.863 -16.845 28.076 0.041
H 38.520 -16.632 28.690 0.071
H 37.683 -15.291 27.888 0.058
H 38.796 -16.456 31.321 0.079
H 37.704 -17.747 30.795 0.052
H 37.211 -16.685 32.139 0.041
C 33.827 -17.253 34.454 -0.230
S 34.541 -15.933 33.505 0.948
O 33.891 -15.874 32.162 -0.691
C 33.868 -14.586 34.449 -0.209
H 33.949 -18.196 33.922 0.044
H 32.766 -17.098 34.654 0.053
H 34.352 -17.330 35.407 0.085
H 34.482 -14.492 35.346 0.081
H 32.827 -14.762 34.717 0.060
H 33.953 -13.669 33.869 0.054
C 29.024 -15.911 31.909 -0.220
S 30.637 -15.415 32.448 0.909
O 31.498 -15.461 31.235 -0.670
C 30.291 -13.684 32.694 -0.202
H 28.335 -15.935 32.758 0.084
H 29.072 -16.918 31.497 0.057
H 28.584 -15.248 31.165 0.066
H 31.229 -13.229 33.016 0.053
H 29.591 -13.556 33.521 0.083
H 29.925 -13.231 31.778 0.061
C 33.877 -11.951 28.795 -0.225
S 33.568 -12.587 30.436 0.911
O 33.763 -14.058 30.413 -0.662
C 35.072 -11.944 31.153 -0.209
H 34.920 -12.087 28.512 0.075
H 33.680 -10.877 28.840 0.080
H 33.194 -12.412 28.091 0.018
H 35.195 -10.902 30.858 0.077
H 35.880 -12.574 30.780 0.059
H 35.033 -11.984 32.239 0.055
C 30.245 -12.549 28.374 -0.202
S 30.964 -14.082 27.780 0.868
O 31.818 -14.629 28.869 -0.642
C 29.482 -15.032 27.704 -0.230
H 30.773 -11.701 27.942 0.059
H 30.384 -12.538 29.455 0.050
H 29.193 -12.478 28.110 0.071
H 28.893 -14.649 26.867 0.080
H 28.896 -14.984 28.620 0.063
H 29.723 -16.072 27.490 0.058
C 30.838 -19.068 33.174 -0.214
S 32.199 -19.256 32.058 0.921
O 32.476 -17.902 31.482 -0.683
C 31.361 -20.201 30.826 -0.229
H 30.070 -18.396 32.794 0.048
H 31.215 -18.606 34.087 0.050
H 30.421 -20.043 33.418 0.083
H 30.833 -21.024 31.307 0.080
H 32.078 -20.622 30.129 0.022
H 30.666 -19.566 30.274 0.080
```

---

(3)
Density functional theory data (ωB97M-V with the def2-TZVPD basis set) for the molecule C6H5FO in a non-equilibrium geometry.

HOMO energy: -10.4244 eV
Structure (SMILES): C#CC(=O)C(=C)CF

```
13
Properties=species:S:1:pos:R:3:lowdin_charge:R:1
C -1.985 -0.210 0.332 -0.137
C -0.576 0.120 -0.001 -0.237
C -0.286 1.388 -0.109 0.126
C 0.482 -0.906 -0.052 -0.355
C 1.932 -0.345 -0.238 -0.033
C 3.176 -0.290 -0.253 0.121
H -2.608 0.625 0.612 0.114
H -1.991 -1.010 1.148 0.147
H -0.985 2.147 -0.137 0.067
H 0.761 1.601 -0.244 0.068
H 4.256 -0.099 -0.423 0.052
O 0.369 -2.094 0.122 0.131
F -2.544 -0.925 -0.757 -0.064
```

---

(4)
Density functional theory data (ωB97M-V with the def2-TZVPD basis set) for a structure of composition C3H4AuO3 in a non-equilibrium geometry.

2S+1: 4
HOMO energy (alpha / beta): -8.8960 / -9.6459 eV

```
11
Properties=species:S:1:pos:R:3:lowdin_spin:R:1
C 0.420 0.952 0.476 0.181
O 0.432 -1.337 -1.213 0.465
C 0.804 -0.216 -1.624 0.006
C -0.740 0.329 1.183 0.949
O 0.372 0.909 -0.957 0.056
O 1.514 0.035 -2.617 0.268
H 0.470 2.035 0.702 0.025
H -0.924 0.842 2.143 0.049
H 1.380 0.520 0.805 0.030
H -2.284 -2.715 0.482 0.374
Au -1.445 -1.354 0.619 0.597
```

---

(5)
Density functional theory data (ωB97M-V with the def2-TZVPD basis set) for the molecule C26H34N4O3.

HOMO energy: -7.7274 eV
Structure (SMILES): O=C(c1ccc(CNc2c(N3CCCC3)c(=O)c2=O)cc1)N1CCN(C2CCCCC2)CC1

```
67
Properties=species:S:1:pos:R:3:lowdin_charge:R:1
O 1.646 -1.660 -1.970 0.070
C 1.810 -1.708 -0.763 -0.447
N 3.012 -1.963 -0.204 -0.041
C 3.316 -1.892 1.203 -0.114
H 3.844 -2.810 1.485 0.126
C 4.204 -0.661 1.497 -0.139
N 5.108 -0.348 0.407 -0.139
C 5.408 -1.507 -0.393 -0.155
H 6.137 -1.236 -1.158 0.122
C 4.170 -2.138 -1.061 -0.110
H 4.341 -3.206 -1.241 0.128
H 3.943 -1.666 -2.020 0.116
H 5.879 -2.242 0.270 0.118
C 4.947 0.925 -0.276 -0.314
C 3.546 1.257 -0.813 -0.147
C 3.571 2.589 -1.559 -0.193
C 4.054 3.712 -0.648 -0.209
C 5.438 3.388 -0.096 -0.203
C 5.417 2.056 0.648 -0.151
H 6.412 1.814 1.023 0.117
H 4.747 2.134 1.506 0.114
H 5.767 4.182 0.577 0.108
H 6.153 3.331 -0.921 0.113
H 4.083 4.653 -1.202 0.107
H 3.352 3.834 0.181 0.114
H 2.571 2.816 -1.935 0.110
H 4.239 2.508 -2.421 0.116
H 3.198 0.474 -1.487 0.102
H 2.840 1.330 0.017 0.105
H 5.634 0.890 -1.130 0.150
H 3.571 0.202 1.705 0.110
H 4.793 -0.869 2.402 0.121
H 2.395 -1.832 1.781 0.118
C 0.661 -1.515 0.181 -0.154
C 0.094 -0.257 0.338 0.001
C -1.012 -0.088 1.150 -0.005
C -1.581 -1.177 1.798 -0.204
C -1.025 -2.438 1.623 -0.032
C 0.093 -2.607 0.826 -0.027
H 0.522 -3.590 0.695 0.123
H -1.465 -3.292 2.118 0.111
C -2.841 -0.991 2.606 -0.128
N -4.003 -0.923 1.735 0.075
C -4.414 0.267 1.246 -0.111
C -5.299 0.677 0.243 -0.077
N -6.018 0.077 -0.704 -0.057
C -6.068 -1.354 -0.936 -0.146
C -6.986 -1.503 -2.150 -0.162
H -6.398 -1.483 -3.068 0.115
H -7.556 -2.430 -2.123 0.111
C -7.873 -0.259 -2.075 -0.160
H -8.661 -0.403 -1.335 0.116
C -6.894 0.808 -1.600 -0.134
H -6.317 1.212 -2.441 0.134
H -7.364 1.641 -1.077 0.126
H -8.328 -0.011 -3.030 0.112
H -6.486 -1.861 -0.057 0.127
H -5.067 -1.753 -1.129 0.124
C -5.142 2.097 0.612 -0.277
O -5.625 3.132 0.215 0.092
C -4.166 1.647 1.677 -0.298
O -3.452 2.165 2.511 0.074
H -4.177 -1.747 1.176 0.133
H -2.983 -1.826 3.299 0.123
H -2.799 -0.057 3.167 0.122
H -1.439 0.894 1.286 0.112
H 0.521 0.588 -0.181 0.115
```

---

(6)
Density functional theory data (ωB97M-V with the def2-TZVPD basis set) for a cluster of 2 separate species, C3H11NS in total in a non-equilibrium geometry.

HOMO energy: -8.5749 eV
Structure (SMILES): CNC.CS

```
16
Properties=species:S:1:pos:R:3:lowdin_charge:R:1
C 4.008 1.001 -2.181 -0.407
S 2.349 0.218 -1.658 0.555
H 4.405 1.343 -1.218 0.014
H 3.658 1.775 -2.840 0.006
H 4.598 0.181 -2.604 0.020
C -2.202 0.692 1.285 -0.200
N -1.993 -0.527 0.674 -0.207
C -2.066 -1.776 1.436 -0.161
H -1.689 0.798 2.257 0.082
H -3.289 0.976 1.443 0.096
H -1.947 1.434 0.592 0.055
H 1.637 1.076 -2.385 -0.189
H -1.092 -0.602 0.288 0.074
H -1.013 -2.068 1.988 0.117
H -3.070 -1.909 2.105 0.119
H -2.295 -2.612 0.816 0.027
```

---

It is found that the ΔE to the lowest compared entry with this formula, charge and spin values, taken in the order of the records, are 0.00 2.84 57.92 4.70 78.08 44.42 kcal per mole.